(i)
# C3H9NOSi

A 2-piece molecular cluster, C3H9NOSi overall (wB97M-V/def2-TZVPD, the Open Molecules 2025 dataset).

Structure (XYZ):
```
15
C3H9NOSi | the Open Molecules 2025 dataset | wB97M-V/def2-TZVPD
Si -1.626 0.468 0.333
O 1.821 -0.595 1.040
N -0.442 -0.513 -0.448
C -0.532 -1.929 -0.369
C 1.362 0.115 0.287
C 1.680 1.481 -0.179
H 1.067 2.137 0.253
H 2.775 1.793 -0.134
H -0.172 -2.281 -1.296
H -1.747 0.274 1.902
H 1.564 1.520 -1.230
H -1.256 2.003 -0.068
H -0.075 -2.232 0.605
H -1.522 -2.353 -0.370
H -2.897 0.110 -0.324
```

Frontier orbital gap = 9.23 eV
LUMO = 0.6660 eV



(ii)
# C3H9NOSi

One molecule with the formula C3H9NOSi (wB97M-V/def2-TZVPD, the Open Molecules 2025 dataset).

Structure (XYZ):
```
15
C3H9NOSi | the Open Molecules 2025 dataset | wB97M-V/def2-TZVPD
Si -0.088 -0.016 0.617
O -3.004 -0.466 0.239
N -1.441 0.979 0.013
C -0.069 -1.744 -0.285
C 1.535 0.874 0.109
C -2.690 0.647 -0.187
H 2.394 0.564 0.546
H 1.697 0.409 -0.807
H 0.958 -2.089 -0.380
H -0.743 -1.805 -1.033
H -0.005 -0.197 2.016
H -0.526 -2.476 0.407
H -1.086 1.907 -0.384
H -3.397 1.390 -0.435
H 1.461 1.830 -0.205
```

SMILES = C[SiH](C)NC=O
Frontier orbital gap = 10.73 eV
LUMO = 0.7730 eV



Least stable of them? (i).



(i)
# C3H5N3S2

C3H5N3S2 as an isolated structure (wB97M-V/def2-TZVPD, the Open Molecules 2025 dataset).

Structure (XYZ):
```
13
C3H5N3S2 | the Open Molecules 2025 dataset | wB97M-V/def2-TZVPD
S -2.407 -1.441 -0.092
S -0.675 1.296 2.063
N 1.648 0.706 0.758
N 2.066 -0.148 -0.358
N 1.051 -0.636 -1.073
C -0.066 -0.226 -0.688
C 0.334 0.727 0.963
C -1.492 -0.151 -0.988
H -2.047 -0.888 1.138
H -1.689 -0.229 -2.100
H 2.665 -1.049 -0.151
H 2.396 1.244 1.036
H -1.785 0.794 -0.509
```

Frontier orbital gap = 9.02 eV
LUMO = 0.6134 eV



(ii)
# C3H5N3S2

One molecule with the formula C3H5N3S2 (wB97M-V/def2-TZVPD, the Open Molecules 2025 dataset).

Structure (XYZ):
```
13
C3H5N3S2 | the Open Molecules 2025 dataset | wB97M-V/def2-TZVPD
S -0.887 -2.882 -0.276
S 0.953 -0.912 0.914
N 0.451 1.811 -0.120
N 0.423 3.098 -0.552
N -1.081 -1.286 -0.783
C 0.380 -2.628 1.029
C -0.359 0.969 -0.649
C -0.281 -0.432 -0.267
H -0.046 -2.837 2.005
H 0.778 3.743 0.163
H -0.448 3.426 -0.914
H 1.226 -3.313 0.841
H -1.110 1.243 -1.392
```

SMILES = N/N=C/C1=NSCS1
Frontier orbital gap = 8.47 eV
LUMO = 0.4749 eV



(iii)
# C3H5N3S2

One molecule with the formula C3H5N3S2 (wB97M-V/def2-TZVPD, the Open Molecules 2025 dataset).

Structure (XYZ):
```
13
C3H5N3S2 | the Open Molecules 2025 dataset | wB97M-V/def2-TZVPD
S 0.684 -2.370 0.302
S 2.309 0.143 -2.737
N -1.190 1.529 0.667
N 0.946 -0.937 -0.666
N -0.598 0.259 0.558
C 0.244 0.229 -0.388
C -2.027 1.586 1.620
C 1.856 -1.026 -1.676
H -0.226 -1.748 1.072
H 0.487 1.077 -1.063
H 2.306 -2.003 -1.713
H -2.528 2.524 1.767
H -2.263 0.737 2.255
```

SMILES = C=N/N=C/N(S)C=S
Frontier orbital gap = 8.40 eV
LUMO = -0.3608 eV



Least stable of them? (i).



(i)
# C5H3NO

One molecule with the formula C5H3NO (wB97M-V/def2-TZVPD, the Open Molecules 2025 dataset).

Structure (XYZ):
```
10
C5H3NO | the Open Molecules 2025 dataset | wB97M-V/def2-TZVPD
O 1.349 0.622 -1.079
N 0.958 1.728 -0.334
C -1.296 -1.132 0.095
C 0.810 -0.463 -0.537
C -0.044 -0.144 0.484
C -1.046 -1.062 1.346
C 0.138 1.290 0.570
H -1.653 -1.383 -0.890
H 0.989 -1.425 -0.997
H -0.207 1.969 1.342
```

Frontier orbital gap = 10.11 eV
LUMO = 0.6438 eV



(ii)
# C5H3NO

One molecule with the formula C5H3NO (wB97M-V/def2-TZVPD, the Open Molecules 2025 dataset).

Structure (XYZ):
```
10
C5H3NO | the Open Molecules 2025 dataset | wB97M-V/def2-TZVPD
O -2.538 -0.768 -0.162
N -0.807 2.254 0.646
C -0.133 -0.769 -0.213
C 2.207 0.351 0.053
C -1.510 -0.150 -0.003
C -1.365 1.273 0.394
C 1.051 0.043 -0.002
H -0.059 -1.640 0.444
H 3.248 0.541 0.085
H -0.095 -1.135 -1.243
```

SMILES = C#CCC(=O)C#N
Frontier orbital gap = 10.05 eV
LUMO = -0.6086 eV



(iii)
# C5H3NO

C5H3NO as an isolated structure (wB97M-V/def2-TZVPD, the Open Molecules 2025 dataset).

Structure (XYZ):
```
10
C5H3NO | the Open Molecules 2025 dataset | wB97M-V/def2-TZVPD
O -2.109 0.222 -0.059
N -1.810 -1.123 -0.040
C 0.088 0.099 0.075
C 2.664 0.854 0.333
C -0.513 -1.194 0.049
C 1.482 0.432 0.153
C -0.985 0.932 0.000
H -0.023 -2.159 0.085
H -1.086 2.008 -0.011
H 2.292 -0.068 -0.585
```

Frontier orbital gap = 10.76 eV
LUMO = 0.5555 eV



(iv)
# C5H3NO

C5H3NO as an isolated structure (wB97M-V/def2-TZVPD, the Open Molecules 2025 dataset).

Structure (XYZ):
```
10
C5H3NO | the Open Molecules 2025 dataset | wB97M-V/def2-TZVPD
O 0.787 0.745 -1.421
N -0.584 0.722 -1.744
C -0.130 -0.899 -0.169
C 0.114 -0.296 1.147
C 1.017 -0.244 -0.587
C 0.095 0.349 2.172
C -1.109 -0.218 -1.030
H -0.063 0.737 3.151
H -2.167 -0.418 -1.186
H 2.039 -0.478 -0.333
```

Frontier orbital gap = 9.24 eV
LUMO = 0.4299 eV



Least stable of them? (i).